1.
Here is a 2-piece molecular cluster, C4H8NO3 overall from OMol25. Energies are from ωB97M-V with the def2-TZVPD basis set.

Values from the calculation:
Charge: -1
Kohn-Sham gap (eV): 8.05
Total energy (eV): -11912.10910
E_HOMO (eV): -4.2559
2S+1: 1
Strongest force on any atom (eV/A): 5.2

The geometry in XYZ format:
```
16
Properties=species:S:1:pos:R:3:forces:R:3:mulliken_charge:R:1
C -1.167629 2.319380 -2.239226 2.496 -1.269 -2.646 -0.980
C -0.075483 1.879702 -1.182667 -3.278 -0.397 -1.184 0.571
O 0.089846 0.649896 -1.177524 1.008 -1.166 0.340 -0.747
O 0.264695 2.755009 -0.410676 1.413 1.289 1.218 -0.684
H -1.619797 3.225620 -2.010808 -1.500 1.295 0.876 0.357
H -1.753960 1.472456 -2.634715 -0.326 0.462 0.806 0.270
H -0.636103 2.611174 -3.197541 0.018 -0.252 0.785 0.200
C 1.235188 -1.157718 2.223766 -0.516 -0.486 0.282 -0.737
C 0.580622 -2.220960 1.339453 -1.751 -1.419 -1.804 0.532
O 0.836088 -3.463501 1.421890 -0.491 3.532 -0.007 -0.680
N -0.422017 -1.788287 0.398688 2.613 -3.418 2.938 -0.285
H -0.841230 -2.589736 -0.033455 -0.121 0.065 -0.326 0.189
H -0.730837 -0.894510 0.166500 0.178 1.997 -0.447 0.230
H 1.231099 -1.603679 3.256329 0.003 0.683 -0.884 0.258
H 0.736691 -0.162944 2.165546 0.270 -0.865 0.067 0.286
H 2.272828 -1.031900 1.914438 -0.019 -0.052 -0.015 0.218
```
Positions in Å, forces in eV/Å.

=====

2.
Here is an isolated ion of composition C4H8NO3 and charge -1 from OMol25. Energies are from ωB97M-V with the def2-TZVPD basis set.

Values from the calculation:
Charge: -1
Kohn-Sham gap (eV): 7.63
Total energy (eV): -11910.63216
E_HOMO (eV): -3.9520
SMILES: C[C@@H](O)CNC(=O)[O-]
2S+1: 1
Strongest force on any atom (eV/A): 5.1

The geometry in XYZ format:
```
16
Properties=species:S:1:pos:R:3:forces:R:3:mulliken_charge:R:1
C -0.128010 -0.914378 0.049670 1.953 -0.133 -0.053 -0.764
C 0.862434 0.167585 0.879245 -2.236 -4.548 0.570 0.383
C 0.106490 1.474204 0.995761 -1.757 2.048 -1.697 -1.192
O 0.961574 -0.520218 2.186917 0.710 0.950 0.307 -0.573
N 0.063400 -0.962558 -1.368988 -0.029 0.686 -0.829 -0.245
C -0.853822 -0.203145 -2.233125 3.507 -2.585 -0.743 0.544
O -0.329332 -0.125296 -3.364153 -0.528 0.962 -0.976 -0.810
O -1.931150 0.051508 -1.772973 -2.964 1.500 0.927 -0.679
H 0.050737 -1.976789 0.441325 -0.086 1.487 0.149 0.201
H -1.180344 -0.581483 0.226245 0.803 -0.466 -0.224 0.392
H 1.913700 -0.039186 0.548704 -1.022 1.456 -0.265 0.358
H -0.993967 1.471909 0.544396 2.127 -0.829 0.839 0.264
H 0.504719 2.264787 0.277439 0.043 -0.620 1.428 0.244
H -0.087516 1.827868 2.046782 0.960 -0.176 -0.987 0.366
H 0.108706 -0.828780 2.495061 -0.363 0.093 -0.319 0.283
H 0.932379 -1.106028 -1.952308 -1.119 0.174 1.872 0.227
```
Positions in Å, forces in eV/Å.

=====

3.
Here is an isolated ion of composition C4H8NO3 and charge +1 from OMol25. Energies are from ωB97M-V with the def2-TZVPD basis set.

Values from the calculation:
Charge: +1
Kohn-Sham gap (eV): 11.13
Total energy (eV): -11903.59745
E_HOMO (eV): -14.9705
SMILES: [NH3+][C@H](CC=O)C(=O)O
2S+1: 1
Strongest force on any atom (eV/A): 0.9

The geometry in XYZ format:
```
16
Properties=species:S:1:pos:R:3:forces:R:3:mulliken_charge:R:1
O 1.639847 -1.373399 -1.313131 0.115 0.114 -0.182 -0.449
C 0.791118 -1.273536 -0.490803 -0.230 -0.153 0.250 0.385
O -0.004862 -2.271477 -0.061875 0.219 -0.132 -0.407 -0.489
C 0.452761 0.032318 0.199728 -0.018 0.309 0.235 -0.039
C -0.188577 1.017452 -0.780769 -0.281 -0.171 -0.528 -0.861
C -0.676228 2.291812 -0.130134 -0.536 -0.265 0.510 0.116
O -1.450586 2.261500 0.803300 0.302 -0.176 -0.109 -0.516
N -0.432362 -0.185516 1.420995 0.157 -0.462 -0.769 -0.192
H 0.229616 -3.047942 -0.604148 -0.174 -0.099 0.241 0.389
H 1.377133 0.443003 0.586983 0.230 0.091 -0.019 0.357
H 0.486185 1.268000 -1.595019 0.376 -0.209 0.136 0.426
H -1.033911 0.518488 -1.275351 -0.105 0.211 0.187 0.411
H -0.323758 3.246189 -0.514252 0.103 0.286 -0.232 0.395
H 0.156193 -0.131133 2.241752 -0.169 0.030 0.487 0.348
H -1.153382 0.542873 1.420484 -0.209 0.686 0.288 0.340
H -0.902871 -1.096031 1.399182 0.220 -0.060 -0.088 0.380
```
Positions in Å, forces in eV/Å.

=====

Result set for ΔE to the lowest compared entry with this formula, charge and spin: 114.3 256.8 0.0 kJ/mol, one per record in the order listed.